Record 1
Formula: C3H9O2S
Source: the Open Molecules 2025 dataset
Level of theory: ωB97M-V/def2-TZVPD

The geometry in XYZ format:
```
15
Properties=species:S:1:pos:R:3:forces:R:3:nbo_charge:R:1
S -0.22123 -3.02534 0.76248 -0.69 0.38 -0.42 -0.0393
O 1.68750 1.48583 -2.56447 0.53 -0.80 -1.02 -0.9295
O 1.14079 1.14751 0.28032 0.63 0.08 0.08 -0.2801
C -0.22998 -1.22517 1.14352 0.72 0.10 -0.35 -0.5295
C -1.05528 -0.11086 0.48176 0.83 0.07 -0.37 -0.4439
C -0.17301 1.22776 0.39202 -2.75 -1.24 0.50 -0.1408
H 1.80129 0.51981 -2.50474 -0.11 0.70 0.12 0.4713
H -0.55706 1.80862 1.25915 0.83 0.56 -0.32 0.2186
H -0.59264 1.71074 -0.51590 0.29 0.57 0.24 0.2256
H 1.16777 1.74567 -1.81984 -0.28 0.14 0.76 0.4643
H -1.94410 0.14049 1.06104 -0.11 -0.12 -0.20 0.2107
H -1.33830 -0.28491 -0.56005 -0.14 -0.61 0.23 0.2089
H -0.08288 -2.97352 -0.57819 0.03 0.12 0.22 0.1162
H 0.79492 -0.91763 0.94505 0.14 -0.15 0.44 0.2258
H -0.39779 -1.24902 2.21786 0.08 0.21 0.07 0.2216
```
Positions in Å, forces in eV/Å.

Properties
- max |F| (eV/A) = 3.06
- molecular weight (u) = 109.2
- energy above the lowest of the compared OMol25 structures with the same formula, charge and spin (eV) = 0.854
- 2S+1 = 2
- ⟨S²⟩ = 0.754



Record 2
Formula: C21H26ClCrP2
Source: the Open Molecules 2025 dataset
Level of theory: ωB97M-V/def2-TZVPD

The geometry in XYZ format:
```
51
Properties=species:S:1:pos:R:3:forces:R:3:nbo_charge:R:1
Cr -0.87218 -1.02022 0.90940 1.14 1.46 1.95 0.5544
Cl -1.09092 0.87790 2.41092 -0.43 -1.38 -0.92 -0.3879
P 0.63637 -2.26111 2.46806 1.18 1.06 2.05 0.8866
P 0.05038 0.70960 -0.27263 -1.00 -1.29 -0.67 1.3248
C -2.92688 0.02809 -0.39906 0.42 -0.09 -0.57 -0.1957
C 1.66330 0.90961 -2.40261 0.18 -0.08 0.00 -0.1107
C -3.98307 -0.64587 -1.02100 0.02 -0.17 0.14 -0.1937
C -1.15402 -2.76631 2.52719 -0.37 0.17 0.61 -0.9490
C 0.24288 4.67263 0.28979 0.20 0.26 0.22 -0.1928
C 3.86903 0.01235 -2.73840 -0.13 0.31 0.59 -0.1314
C -0.34479 2.41852 -0.37777 -0.02 1.12 0.31 -0.4969
C 0.42257 3.30204 0.40137 -0.29 -0.07 -0.60 -0.1425
C 2.78941 0.74950 -3.19729 -0.31 -0.19 -0.10 -0.2069
C -1.53654 4.31404 -1.31558 0.21 0.77 0.36 -0.2032
C 2.69156 -0.49430 -0.68932 -1.42 0.15 0.33 -0.1798
C -1.36368 -1.02264 -2.00920 -0.96 -0.62 -0.23 -0.1090
C -0.76502 5.19375 -0.53527 0.31 -0.44 0.08 -0.1343
C -3.72927 -1.52102 -2.08810 -0.11 0.08 0.13 -0.1096
C 3.84438 -0.52463 -1.45863 0.13 -0.61 0.64 -0.1833
C 1.63274 -3.48164 3.46803 0.86 -0.86 -1.35 -0.8490
C -2.42868 -1.69127 -2.59771 -0.58 -0.06 0.05 -0.2166
C -1.34225 2.93672 -1.21763 -0.16 0.25 -0.33 -0.1234
C -1.60498 -0.19646 -0.89309 1.22 1.12 -0.72 -0.4550
C 1.58537 0.26170 -1.15379 -0.41 0.63 -0.73 -0.4719
C 1.25238 -0.97204 3.68155 0.73 1.56 -0.01 -0.9221
H 1.05642 0.06029 3.31678 -0.01 -0.85 0.48 0.2607
H 1.88623 -4.43714 3.01698 -0.39 -0.12 -0.17 0.2609
H 1.12835 2.87393 1.08714 0.45 0.14 0.22 0.2247
H -2.26642 4.76445 -2.00311 0.21 -0.57 0.38 0.2475
H -0.52236 -2.45870 -0.12836 1.58 0.31 -0.29 0.0413
H -1.97557 -2.22013 1.92395 0.57 -0.59 0.94 0.1957
H -3.09970 0.72980 0.41383 0.03 -0.11 -0.10 0.2745
H -0.92239 6.28021 -0.54214 0.02 -0.58 -0.25 0.2500
H -2.29536 -2.36366 -3.44657 0.15 0.26 0.23 0.2570
H 4.75159 -0.11828 -3.33250 0.26 0.09 -0.27 0.2485
H 1.01354 -1.02563 4.77495 -0.27 -0.31 -1.07 0.2776
H 0.92465 5.33810 0.84289 -0.62 -0.32 -0.19 0.2485
H -1.98553 2.30507 -1.81815 0.19 -0.16 -0.01 0.2162
H 2.55646 -1.08651 0.23188 0.52 0.59 -0.33 0.2207
H -5.01103 -0.49943 -0.66214 0.55 -0.07 -0.17 0.2627
H -1.46989 -2.75213 3.56845 -0.41 0.14 -0.06 0.3100
H 2.81163 1.18234 -4.18218 0.02 0.13 -0.16 0.2467
H 2.38419 -1.08815 3.64376 -1.41 0.12 -0.17 0.2518
H 0.82801 1.51333 -2.76146 0.27 -0.07 0.08 0.2238
H 2.59135 -2.95868 3.58941 -0.40 -0.33 -0.06 0.2602
H -4.57397 -2.08256 -2.51783 0.55 0.37 0.12 0.2586
H -1.19776 -3.78617 2.16981 0.02 -0.34 -0.11 0.2858
H 0.26946 -2.14279 0.00063 -1.55 -1.03 -0.21 0.1274
H 1.21602 -3.64232 4.44923 -0.51 0.14 0.22 0.2666
H 4.73129 -0.98841 -1.02303 -0.27 -0.10 -0.37 0.2456
H -0.36733 -1.18581 -2.40144 0.07 0.16 0.09 0.2360
```
Positions in Å, forces in eV/Å.

Properties
- max |F| (eV/A) = 2.69
- molecular weight (u) = 427.8
- energy above the lowest of the compared OMol25 structures with the same formula, charge and spin (eV) = 0.000
- 2S+1 = 4
- net charge = +2
- ⟨S²⟩ = 4.074



Record 3
Formula: C17H32MgNP
Source: the Open Molecules 2025 dataset
Level of theory: ωB97M-V/def2-TZVPD

The geometry in XYZ format:
```
52
Properties=species:S:1:pos:R:3:forces:R:3:nbo_charge:R:1
P 0.83562 1.96839 -1.14524 -0.19 0.20 -1.65 0.7458
Mg -0.12152 -0.35244 -0.05165 -1.05 -0.93 -0.61 1.6313
N 0.82310 -1.93294 -1.16769 0.44 -0.39 -0.03 -0.5556
C -1.67629 -2.45487 -1.60284 -0.07 -0.15 0.37 -0.4456
C -1.16758 -1.40143 1.53422 0.68 0.35 -0.76 -1.1090
C 1.79207 2.06274 -2.72085 0.53 -0.16 -0.08 -0.9441
C -1.37874 0.08071 -1.73004 1.04 0.00 1.70 -0.6241
C -1.05027 -0.96998 2.97346 -0.31 -0.32 0.31 -0.2356
C 1.46617 3.40282 -0.22271 0.27 0.23 0.19 -0.9596
C -2.63823 -1.00241 -3.46057 0.59 -0.45 0.67 -0.2276
C -2.13522 -1.63324 3.83823 0.13 0.10 0.19 -0.6018
C 1.92116 -2.48598 -0.33270 -0.28 -0.30 -0.19 -0.4279
C -1.54137 1.31771 -2.32815 -0.69 -0.25 -1.36 0.0294
C -0.22475 -2.98258 -1.42378 0.32 0.22 -0.07 -0.2165
C -0.82600 2.53328 -1.77727 0.17 -0.02 0.55 -0.7378
C 1.39257 -1.46328 -2.45085 -0.11 -0.17 0.08 -0.4299
C 0.32596 -1.26373 3.57333 -0.06 0.14 0.13 -0.5971
C -2.81771 0.23980 -4.07165 -0.31 -0.22 -0.15 -0.2387
C -2.29199 1.40150 -3.51619 0.57 0.06 0.46 -0.2474
C -1.88118 -1.09573 -2.26415 -1.09 0.19 -1.45 -0.0602
H -2.14165 -2.45963 -0.59842 0.15 0.15 -0.50 0.2398
H 1.11534 -0.70654 3.05581 0.00 -0.14 -0.01 0.1838
H 1.59327 4.30833 -0.82806 -0.11 -0.18 0.09 0.2323
H 2.62108 -1.68468 -0.04555 -0.21 -0.26 -0.13 0.1985
H -0.19341 -3.66983 -0.56090 -0.14 0.24 -0.42 0.2119
H 0.56340 -2.33646 3.52379 -0.08 0.20 -0.07 0.1965
H -1.99988 -2.72265 3.80914 -0.08 0.15 -0.01 0.1951
H 0.59512 -1.04767 -3.07695 0.21 -0.07 0.18 0.2374
H 2.47292 -3.26274 -0.89255 -0.03 0.20 0.18 0.1859
H 0.78612 3.61671 0.61023 0.16 0.01 -0.10 0.2390
H 2.44150 3.12063 0.19517 -0.16 0.18 -0.01 0.2346
H 2.81602 1.71358 -2.49447 -0.30 0.17 -0.25 0.2254
H 0.20290 0.99715 1.27841 1.66 -0.20 0.76 0.0089
H -1.20924 0.11678 3.00233 0.00 0.09 0.23 0.1679
H -1.34658 2.95298 -0.90101 -0.05 -0.02 -0.27 0.2280
H 0.35593 -0.96424 4.62883 0.06 -0.09 -0.13 0.2011
H 1.85933 3.08260 -3.13207 -0.12 -0.28 0.20 0.2246
H -2.40293 2.37187 -3.99432 -0.17 -0.16 -0.16 0.1961
H -0.92515 -2.46638 1.42889 -0.23 -0.21 0.15 0.1707
H 1.37499 1.39442 -3.49724 0.05 0.29 0.49 0.2499
H 1.85890 -2.31451 -2.97683 -0.02 0.23 0.06 0.1810
H -3.37921 0.29164 -5.00166 0.04 0.04 0.13 0.2072
H 0.07471 -3.54975 -2.32677 -0.01 0.16 0.34 0.1841
H 1.49956 -2.95162 0.57253 0.16 0.34 -0.28 0.2239
H -2.08984 -1.31597 4.88564 0.01 -0.01 0.02 0.1881
H 0.95165 0.76278 1.17859 -1.37 0.92 0.82 0.0055
H 2.15065 -0.69047 -2.26364 -0.21 -0.22 -0.05 0.2010
H -3.04304 -1.93584 -3.87660 0.04 0.56 -0.12 0.1989
H -0.71230 3.32547 -2.53552 -0.01 -0.18 0.31 0.2226
H -2.19889 -3.22452 -2.18953 0.05 0.20 0.14 0.2144
H -3.13434 -1.39834 3.46264 0.08 -0.07 -0.04 0.2040
H -2.19463 -1.23606 1.17122 0.04 -0.20 0.15 0.1945
```
Positions in Å, forces in eV/Å.

Properties
- max |F| (eV/A) = 2.00
- molecular weight (u) = 305.7
- 2S+1 = 1
- electronic energy (eV) = -34369.825



Record 4
Formula: C28H53BeF3N4O7S4
Source: the Open Molecules 2025 dataset
Level of theory: ωB97M-V/def2-TZVPD

The geometry in XYZ format:
```
100
Properties=species:S:1:pos:R:3:forces:R:3:mulliken_charge:R:1
S -1.60353 -5.63860 5.86545 -0.46 0.91 1.22 0.4975
S -4.53237 -5.58246 0.65272 -0.01 0.81 -2.11 0.5114
S -0.98354 8.44068 0.68279 -1.76 1.17 0.52 0.4845
S 3.75504 -1.24813 -5.77038 -0.88 0.10 0.76 0.4324
F -4.89893 -0.72837 -9.82335 1.54 1.03 0.42 -0.2481
F -3.13040 0.61758 -10.34883 -1.02 -0.85 0.75 -0.2373
F -3.23191 -1.44953 -10.94565 0.20 0.11 0.31 -0.2613
O 2.24342 -1.40411 -5.58457 2.05 0.42 -0.12 -0.5485
O -2.52886 -5.52135 7.08127 1.71 -0.41 -1.45 -0.6197
O -2.93939 -2.28747 -7.97397 -0.18 2.06 -2.66 -0.5360
O -1.97192 9.62083 0.82592 1.64 -2.03 -0.26 -0.6216
O -0.34312 -0.61635 -0.45308 0.04 0.47 0.57 -0.4698
O -4.66133 -5.25986 -0.85605 0.01 -0.52 2.49 -0.6230
O -2.69716 -0.12993 -7.54872 -0.36 0.84 -1.14 -0.2869
N 3.88648 0.65697 8.06091 -0.07 0.99 -2.81 0.0131
N -7.55565 1.56602 3.18408 2.57 3.13 -0.06 -0.3644
N 3.07989 -4.42797 1.07286 -0.29 0.18 0.57 0.0075
N 4.89703 5.95100 -3.10738 -2.54 -1.85 -0.48 0.0093
C -2.04529 1.15886 -7.62128 0.11 -0.51 0.19 -0.0637
C 0.12063 -6.15313 6.33464 -0.59 0.01 0.00 -0.8554
C -1.04472 7.53311 2.27304 -0.05 -0.19 0.45 -0.8577
C -0.53305 0.62046 0.09190 0.26 -1.25 0.33 -0.1122
C 5.01246 4.68115 -1.25878 -2.96 -1.04 -1.78 -0.2253
C 2.80017 0.92597 7.24606 -0.46 -0.22 -0.50 -0.5033
C 0.09305 0.96538 1.42216 0.54 -0.62 0.20 -0.9200
C 4.34207 -0.30883 -4.28122 -0.81 0.07 -0.38 -0.8623
C -3.54241 -0.61804 -9.92727 0.05 -1.47 -0.26 0.7683
C 3.55634 -5.38061 0.20517 0.42 0.39 0.25 -0.5058
C -1.11598 -3.90582 5.49756 -0.92 0.04 0.25 -0.9681
C 3.97408 0.09512 -6.96708 0.79 -0.19 0.53 -0.9176
C -5.47737 -4.26180 1.58579 -0.45 -0.95 -0.26 -0.8805
C -2.47291 1.88524 -6.35475 0.11 0.79 0.36 -1.2542
C 6.15114 5.93144 -2.69413 1.99 0.58 -0.42 -0.3756
C -5.76296 3.57259 3.36610 -1.01 -1.22 -0.11 -0.6572
C 2.05429 0.19579 9.20774 0.49 -0.12 0.39 -0.4486
C 3.45079 0.20550 9.21356 -1.48 -0.38 2.81 -0.4578
C 4.15927 5.02420 -2.34980 0.93 0.91 1.75 -0.6338
C 4.23464 -5.85127 2.29089 0.07 0.64 0.70 -0.3310
C 6.25078 5.12087 -1.60095 2.48 1.32 1.00 -0.4893
C -2.68020 -1.08457 -8.63942 -0.42 -1.00 3.66 -0.0146
C -5.55996 -7.05477 1.01249 -1.39 1.42 -0.04 -0.8995
C 3.48081 -4.69783 2.37714 -0.05 -0.76 -1.55 -0.4531
C 4.32929 -6.25820 0.92832 -0.23 0.16 0.56 -0.4486
C -1.90546 7.13255 -0.22085 0.24 0.58 0.09 -0.8021
C -6.79297 2.46950 3.21419 -1.56 -2.00 0.51 0.2761
C 1.63625 0.61658 7.92776 1.24 0.04 -0.31 -0.3046
Be -2.06645 -2.97040 -4.10436 0.02 0.16 -0.17 0.4614
H -3.53896 2.05308 -6.20156 -0.13 -0.61 -0.31 0.3213
H -0.96198 1.04894 -7.57177 0.30 -0.42 0.16 0.2252
H 0.10814 -7.18273 6.69223 -0.23 0.19 0.34 0.3215
H 1.39474 0.01752 10.04417 0.25 -0.32 0.00 0.3737
H -5.97531 4.19551 4.23501 -0.30 -0.02 -0.18 0.2681
H 2.45795 -3.67044 0.82906 0.17 -0.23 -0.10 0.1893
H 4.69129 -6.28191 3.16977 0.12 -0.25 -0.23 0.3787
H 4.94035 -7.07993 0.58515 -0.27 0.06 -0.20 0.3783
H -5.64650 -4.59805 2.60875 0.30 -0.01 0.08 0.3259
H -1.91008 6.87637 2.36225 -0.33 0.35 -0.23 0.2414
H 4.76611 4.12680 -0.36524 -0.16 -0.23 -0.31 0.3863
H -2.08305 2.89608 -6.23509 0.43 0.13 -0.61 0.4036
H -5.29855 -7.97821 0.49574 0.80 0.24 0.47 0.3156
H 4.13547 0.03989 10.03221 -0.12 -0.13 -0.03 0.3592
H -0.19819 6.86885 2.44694 0.36 0.24 -0.41 0.3509
H 1.16607 0.80596 1.31578 0.12 0.05 0.38 0.2786
H 3.16382 -4.08825 3.21041 0.09 -0.08 -0.14 0.4104
H 3.55709 1.03482 -6.60488 -1.09 -0.35 -0.38 0.3186
H -2.05039 1.38439 -5.48369 -0.27 -0.39 -0.04 0.2673
H 3.39309 -5.28555 -0.85818 -0.06 -0.08 0.13 0.3775
H 5.01303 0.40983 -7.06531 0.41 -0.75 -0.06 0.3871
H 6.89174 6.43422 -3.29838 0.14 0.13 0.40 0.3618
H -1.61660 6.17103 0.20356 -0.21 0.00 -0.19 0.2513
H -0.69313 -3.83610 4.49535 0.46 0.03 0.30 0.3490
H -6.46379 -4.11080 1.14732 0.07 -0.14 -0.31 0.3233
H -0.58670 -3.45722 6.33823 0.75 -0.40 -0.25 0.3306
H 0.50854 -5.43438 7.05646 -0.02 -0.26 0.14 0.2833
H -5.68721 -7.04038 2.09494 0.51 -0.74 0.08 0.3239
H 0.64616 0.60319 7.49653 0.06 0.25 0.19 0.3989
H -1.60141 0.80124 0.21040 -0.65 0.46 -0.76 0.2691
H -2.17104 1.65461 -8.58384 -0.76 0.25 0.24 0.3231
H 3.68015 0.55282 -4.36795 -0.02 0.10 0.62 0.2381
H 5.37096 0.04276 -4.20451 0.10 -0.32 -0.63 0.3601
H -1.72889 7.16842 -1.29586 0.18 0.09 0.14 0.3152
H -0.29913 0.33222 2.21803 0.09 -0.08 0.06 0.2556
H 0.76355 -6.17851 5.45481 -0.23 0.34 -0.25 0.3204
H 4.84784 0.83193 7.80543 -0.29 -0.13 0.11 0.2020
H 4.57517 6.46591 -3.91445 -0.03 -0.39 0.14 0.2033
H -0.09401 2.00404 1.69473 -0.02 0.05 -0.13 0.3073
H 2.87250 1.22891 6.21194 0.40 0.03 0.14 0.3687
H -6.56943 -6.84594 0.65828 -0.11 0.27 -0.27 0.3127
H -0.05213 1.28823 -0.62287 -0.42 0.80 -0.83 0.2368
H 4.12437 -0.90828 -3.39727 -0.22 0.04 -0.16 0.3082
H -4.80563 3.09149 3.56648 0.05 0.09 -0.34 0.2364
H -1.64786 -1.13481 -8.98560 0.47 -0.04 -0.67 0.2824
H -2.01590 -3.29103 5.51436 -0.45 -0.45 -0.33 0.3365
H -4.95054 -3.30761 1.57703 0.31 -0.36 -0.15 0.2903
H -5.77035 4.15742 2.44631 0.26 0.03 0.18 0.2405
H -2.93732 7.42609 -0.02797 -0.08 -0.36 0.12 0.3031
H -1.06948 8.25575 3.08869 0.01 0.16 -0.23 0.3344
H 7.11994 5.02017 -0.96784 0.14 -0.04 -0.25 0.3741
H 3.64633 -0.40358 -7.87921 -0.37 0.88 -0.15 0.2864
H 3.15914 4.67731 -2.56382 -0.01 0.59 -0.05 0.3915
```
Positions in Å, forces in eV/Å.

Properties
- max |F| (eV/A) = 4.05
- molecular weight (u) = 752.0
- 2S+1 = 1
- electronic energy (eV) = -102064.116